{"formula": "C3H5NO4", "method": "the ωB97M-V functional and the def2-TZVPD basis", "energy_ha": -472.9921, "smiles": "O=C(O)O.NC=C=O", "relative_energy_ev": 2.105, "elements": ["C", "C", "C", "N", "O", "O", "O", "O", "H", "H", "H", "H", "H"], "positions_angstrom": [[1.1475, -0.3290, -0.1973], [2.2664, 0.3819, -0.1099], [-1.5566, 0.9950, -0.3992], [0.5855, -0.9396, 0.9732], [-1.5923, -0.2693, -0.9415], [-1.2855, 1.0243, 0.9252], [3.3434, 0.8070, -0.0588], [-2.2147, 1.8660, -0.9070], [-2.0099, -0.2274, -1.8124], [-0.8231, 0.1901, 1.2189], [0.8493, -0.6557, -1.1847], [0.0519, -1.7757, 0.7559], [1.2382, -1.0676, 1.7375]], "forces_ev_per_a": [[1.4910, -0.0159, 0.0857], [-0.5557, -1.3965, -0.3671], [-4.0628, -0.4116, 1.5263], [-0.8033, 0.1770, 0.2576], [1.2359, -0.1749, 0.4275], [0.7450, -0.4803, -1.2489], [0.0515, 0.7928, 0.0972], [1.5083, 0.4940, -0.5204], [0.0101, 0.4162, 0.1655], [0.1685, 0.4644, -0.4084], [-0.1433, 0.3050, 0.2057], [0.4464, 0.1004, 0.0445], [-0.0916, -0.2707, -0.2651]], "nbo_charge": [-0.383, 0.672, 0.971, -0.857, -0.738, -0.693, -0.435, -0.607, 0.507, 0.509, 0.265, 0.400, 0.388]}



{"formula": "C3H5NO4", "method": "the ωB97M-V functional and the def2-TZVPD basis", "energy_ha": -472.8797, "smiles": "C=CC(O)(O)[N+](=O)[O-]", "relative_energy_ev": 5.164, "elements": ["C", "C", "C", "N", "O", "O", "O", "O", "H", "H", "H", "H", "H"], "positions_angstrom": [[-1.8129, 0.5918, 0.2337], [-0.5705, 0.9984, 0.2607], [0.4216, 0.1095, -0.2790], [0.5523, -1.0391, 0.7633], [1.3392, -1.8916, 0.4182], [0.0221, -0.9975, 1.8642], [0.1255, -0.4969, -1.4533], [1.8280, 0.7087, -0.2365], [-2.7089, 1.2444, 0.3337], [-2.1773, -0.4028, 0.0237], [-0.3372, 2.0225, 0.3699], [0.8618, -0.7711, -1.9939], [2.4563, -0.0763, -0.3046]], "forces_ev_per_a": [[-2.7414, 0.5379, 0.0003], [-1.1458, 0.9372, -1.3471], [4.3676, -0.4661, 0.6457], [0.6702, -0.6412, 1.7318], [0.1889, -0.6037, -0.1728], [0.2431, 0.1090, -1.3113], [-1.1848, 0.7098, -0.1965], [-2.0943, -2.1646, -0.3682], [1.1165, -0.0646, 0.4235], [0.6463, -0.3977, -0.1223], [0.4275, 0.8454, 0.3353], [0.7085, -0.0587, 0.2378], [-1.2022, 1.2574, 0.1439]], "nbo_charge": [-0.280, -0.292, 0.583, 0.487, -0.402, -0.345, -0.685, -0.713, 0.208, 0.202, 0.240, 0.510, 0.487]}



{"formula": "C3H5NO4", "method": "the ωB97M-V functional and the def2-TZVPD basis", "energy_ha": -472.9720, "smiles": "NC(=O)[C@@]1(O)O[C@@H]1O", "relative_energy_ev": 2.650, "elements": ["C", "C", "C", "N", "O", "O", "O", "O", "H", "H", "H", "H", "H"], "positions_angstrom": [[1.2633, -0.4388, 0.0342], [-1.2571, -0.9180, 0.1324], [-0.1137, -0.0892, -0.1944], [2.0679, 0.6717, 0.0744], [1.6312, -1.6054, 0.1205], [-0.8277, -0.7144, -1.1508], [-2.3735, -0.2959, 0.5256], [-0.4026, 1.4629, -0.1618], [-1.1392, -2.0542, 0.3403], [1.6614, 1.4773, -0.2917], [3.0597, 0.5631, -0.1290], [-2.2656, 0.2540, 1.2033], [-1.3039, 1.6868, -0.5029]], "forces_ev_per_a": [[3.1419, -0.3859, -0.1859], [0.6202, -3.1406, 1.5451], [-2.7072, 3.9511, 0.4653], [1.1731, -1.9037, 0.2168], [-0.5767, 1.2574, 0.0617], [-0.2098, 0.1117, -2.8762], [-2.5212, -3.4373, -4.2346], [0.5050, -2.4606, 0.0771], [-0.3070, 2.1424, 0.4028], [-0.7708, 1.5930, -0.4323], [-0.4400, -0.2558, 0.3674], [1.0473, 3.5291, 4.3648], [1.0450, -1.0009, 0.2280]], "nbo_charge": [0.608, 0.325, 0.356, -0.792, -0.572, -0.427, -0.689, -0.787, 0.186, 0.408, 0.401, 0.484, 0.498]}



{"formula": "C3H5NOS", "method": "the ωB97M-V functional and the def2-TZVPD basis", "energy_ha": -645.4557, "smiles": "N=C=S.CC=O", "relative_energy_ev": 1.524, "elements": ["C", "C", "C", "N", "O", "S", "H", "H", "H", "H", "H"], "positions_angstrom": [[-2.7497, 1.1892, 0.6808], [1.9005, -0.1091, -0.6255], [0.9796, -0.9885, 0.0343], [-2.8934, 0.0140, 0.8846], [-0.2078, -0.7302, 0.1445], [-2.7726, 2.6651, 0.3572], [1.9773, -0.1868, -1.7857], [1.5727, 0.9084, -0.4844], [2.8660, -0.1804, -0.2430], [1.4167, -1.9885, 0.3676], [-2.0893, -0.5931, 0.6696]], "forces_ev_per_a": [[-0.5449, -2.5438, 0.2232], [0.1331, 1.8730, -2.9766], [-1.7596, -1.9023, 0.0408], [0.8013, -0.6887, 0.0689], [1.1345, -0.4978, 0.2387], [0.1341, 3.2268, -0.4928], [-0.3412, -0.4614, 1.9761], [-0.2268, 0.4634, 0.0981], [1.7939, -0.3465, 0.5815], [-0.6599, 0.8296, 0.0076], [-0.4645, 0.0477, 0.2346]], "nbo_charge": [0.189, -0.737, 0.458, -0.678, -0.561, 0.039, 0.262, 0.247, 0.228, 0.115, 0.438]}



{"formula": "C3H5NOS", "method": "the ωB97M-V functional and the def2-TZVPD basis", "energy_ha": -645.3069, "smiles": "C1=NOCSC1", "relative_energy_ev": 5.573, "elements": ["C", "C", "C", "H", "H", "H", "H", "H", "N", "O", "S"], "positions_angstrom": [[-0.3852, -1.3205, -0.0464], [-0.0699, 1.1991, 0.5926], [1.2626, 0.8621, -0.3280], [-0.9514, -1.9576, 0.7558], [-0.1957, -1.6740, -1.0825], [-0.1293, 2.3946, 0.6633], [0.3153, 0.5759, 1.5449], [1.4923, 1.5688, -1.0679], [1.7440, -0.3132, -0.4468], [0.7283, -0.8146, 0.6418], [-1.4632, 0.2098, -0.2581]], "forces_ev_per_a": [[-1.0769, 0.3858, 1.8094], [2.9538, 0.9918, 0.0586], [-2.6150, 0.8282, -0.2108], [1.1522, 0.5791, -2.0940], [0.0418, -0.4538, 1.1091], [-0.5262, -2.9235, -0.1933], [-1.9223, 2.8393, -1.4842], [1.0680, 1.2630, -0.8345], [-2.9798, 0.7802, 3.0308], [2.7145, -5.7027, -1.9882], [1.1898, 1.4126, 0.7972]], "nbo_charge": [-0.187, -0.607, 0.096, 0.225, 0.221, 0.244, 0.289, 0.179, -0.103, -0.461, 0.103]}



{"formula": "C3H5NOS", "method": "the ωB97M-V functional and the def2-TZVPD basis", "energy_ha": -645.3806, "smiles": "O/N=C/CC=S", "relative_energy_ev": 3.568, "elements": ["C", "C", "C", "H", "H", "H", "H", "H", "N", "O", "S"], "positions_angstrom": [[0.1393, -1.2368, 0.4041], [-0.2953, 0.1929, 0.1384], [0.6792, 1.3437, -0.0824], [-1.1029, -3.4318, 1.8497], [1.0512, -1.7147, 0.0862], [-1.0221, 0.2126, -0.6888], [-0.8568, 0.5027, 0.9230], [1.4255, 1.5272, 0.7462], [-0.8947, -1.8293, 0.8480], [-0.6263, -3.1855, 1.0335], [0.5400, 2.4621, -1.2426]], "forces_ev_per_a": [[-2.0022, 1.2196, -0.3751], [1.9931, 0.3843, -3.3239], [0.2981, 0.1619, 0.7565], [0.0506, 0.2355, -0.7045], [0.2845, -0.1137, 0.1959], [0.4810, -0.1342, -0.0511], [-1.6828, 0.8018, 2.7984], [-0.6052, -0.4244, -0.9348], [1.2143, -0.8598, 0.7719], [-0.1647, -0.7267, 0.5207], [0.1332, -0.5443, 0.3460]], "nbo_charge": [0.050, -0.530, -0.251, 0.474, 0.203, 0.240, 0.248, 0.195, -0.119, -0.582, 0.072]}



{"formula": "C3H5NOS", "method": "the ωB97M-V functional and the def2-TZVPD basis", "energy_ha": -645.2484, "relative_energy_ev": 7.164, "elements": ["C", "C", "C", "N", "O", "S", "H", "H", "H", "H", "H"], "positions_angstrom": [[-1.4555, 0.0759, 1.0317], [-0.9256, -1.1504, 0.8191], [0.9642, 0.6037, -1.3350], [0.6929, 1.2159, 1.2899], [0.2835, -1.4715, 0.4701], [1.3256, 0.1611, 0.4597], [-2.2925, 0.4540, 1.4764], [-1.5357, -1.9983, 0.7637], [1.4381, -0.1058, -1.8917], [1.5447, 1.5312, -1.3297], [-0.0396, 0.6841, -1.7541]], "forces_ev_per_a": [[3.9110, -2.2187, -0.9517], [-0.1084, 3.2575, -0.1448], [-0.3213, 0.9737, 1.7789], [-2.1467, -0.4704, 1.2530], [1.6161, 0.7128, 0.0009], [-0.8139, -0.6450, -1.9040], [-1.7786, 1.2148, 1.0050], [-1.4469, -1.1341, 0.1489], [1.6502, -1.9728, -1.6631], [-0.3759, 0.0201, -0.4244], [-0.1855, 0.2618, 0.9013]], "nbo_charge": [-0.118, 0.069, -0.804, -0.810, -0.642, 1.199, 0.192, 0.233, 0.211, 0.227, 0.245]}



{"formula": "C3H5NOS", "method": "the ωB97M-V functional and the def2-TZVPD basis", "energy_ha": -645.3993, "smiles": "C=CO/C=[NH+]\\[S-]", "relative_energy_ev": 3.057, "elements": ["C", "C", "C", "N", "O", "S", "H", "H", "H", "H", "H"], "positions_angstrom": [[-1.2025, 0.4715, 1.8874], [-0.3826, -0.1902, 1.1005], [0.9830, 0.4629, -1.0590], [0.7838, -0.5348, -1.8777], [0.4481, 0.5898, 0.1966], [-0.1306, -1.9087, -1.6700], [-1.2987, 1.5413, 1.8280], [-1.7803, -0.0551, 2.6223], [-0.2339, -1.2572, 1.0773], [1.5899, 1.3173, -1.3114], [1.2238, -0.4368, -2.7940]], "forces_ev_per_a": [[0.3056, 0.1559, -0.2068], [0.6731, 0.2268, -1.3641], [-1.6083, -1.4526, 1.6471], [0.8204, 1.9130, 0.3618], [0.4130, 0.0695, -0.7477], [-0.6704, -1.0908, 0.1931], [-0.0140, 0.1817, -0.0384], [-0.0962, -0.2102, 0.1097], [0.1184, 0.0708, -0.1794], [0.0452, -0.0397, -0.1365], [0.0132, 0.1757, 0.3613]], "nbo_charge": [-0.452, 0.138, 0.427, -0.607, -0.521, -0.251, 0.215, 0.221, 0.223, 0.193, 0.415]}



{"formula": "C3H5NOS2", "method": "the ωB97M-V functional and the def2-TZVPD basis", "energy_ha": -1043.5954, "relative_energy_ev": 2.554, "elements": ["C", "C", "C", "N", "O", "S", "S", "H", "H", "H", "H", "H"], "positions_angstrom": [[-0.5405, 0.7323, 0.6966], [0.7092, 1.1808, 0.9062], [-0.6785, -0.7072, 0.2193], [-1.1732, -0.9572, -1.0247], [1.9183, 0.7888, -1.2635], [1.2756, -1.5384, 0.3133], [2.0654, 0.4236, 0.1443], [-1.4026, 1.3297, 0.9934], [0.9109, 2.2334, 1.2364], [-0.9600, -1.5004, 0.9082], [-0.7661, -0.2343, -1.6651], [-1.3585, -1.7511, -1.4645]], "forces_ev_per_a": [[1.2448, -1.0551, 0.6332], [-1.9720, 1.8980, 0.1349], [1.5414, -2.3201, 0.5218], [0.8859, 7.5088, -0.0288], [0.1011, 0.6886, -1.0790], [-0.3453, 1.6065, 0.3691], [0.9664, -2.0193, 0.3285], [0.0256, -0.3283, -0.2997], [-0.2693, -1.1095, -0.1651], [-0.7052, 0.7824, 0.5491], [-0.7922, -1.2220, 0.3696], [-0.6811, -4.4299, -1.3334]], "nbo_charge": [-0.193, -0.443, -0.014, -0.796, -0.966, -0.246, 1.167, 0.240, 0.241, 0.232, 0.386, 0.390]}



{"formula": "C3H5NOS3", "method": "the ωB97M-V functional and the def2-TZVPD basis", "energy_ha": -1441.7490, "smiles": "OC[C@H]1SNC(=S)S1", "relative_energy_ev": 3.262, "elements": ["C", "C", "C", "H", "H", "H", "H", "H", "N", "O", "S", "S", "S"], "positions_angstrom": [[-0.9134, -0.8325, 0.6015], [-0.5433, -0.5031, -0.9687], [2.0402, 0.2954, -0.3717], [-2.2743, 0.6978, 0.5687], [-0.1560, -0.3665, 1.2473], [-0.8959, -1.9480, 1.0202], [-1.3684, -0.9527, -1.6788], [1.3092, 2.0619, 0.6964], [1.1938, 1.4268, -0.2363], [-2.3804, -0.4490, 0.7902], [-0.5398, 1.5173, -0.7938], [3.3411, 0.0587, 0.4479], [1.1875, -1.0060, -1.3227]], "forces_ev_per_a": [[-2.1233, -2.0439, -0.5744], [-1.0667, 0.2291, 2.3269], [-5.0428, 0.9446, -0.5443], [-0.6965, -4.9133, 1.0709], [-0.6153, 0.5886, -0.1440], [-0.0326, 2.0106, -1.7816], [1.8920, 1.2366, 1.2511], [0.0392, -2.3178, -3.0639], [-0.5316, 1.5827, 2.2172], [3.7014, 4.7698, -1.0527], [2.2206, -2.7088, -0.6081], [2.7264, -0.2237, 1.0455], [-0.4708, 0.8456, -0.1426]], "nbo_charge": [-0.125, -0.454, -0.162, 0.453, 0.184, 0.215, 0.285, 0.435, -0.772, -0.730, 0.334, 0.048, 0.290]}



{"formula": "C3H5NOSe", "method": "the ωB97M-V functional and the def2-TZVPD basis", "energy_ha": -2648.5453, "multiplicity": 3, "relative_energy_ev": 1.974, "elements": ["C", "C", "C", "N", "O", "Se", "H", "H", "H", "H", "H"], "positions_angstrom": [[-0.7583, -0.8058, 0.8329], [0.9942, -0.8694, 1.2895], [-0.0493, 1.3841, 0.0626], [-1.0547, 0.2913, 0.1502], [-1.4875, -1.7175, 0.9714], [1.6811, 0.3792, 0.1147], [0.9714, -0.4165, 2.3590], [1.2674, -1.8402, 1.0466], [0.0812, 1.7332, -0.9632], [-0.2293, 2.1547, 0.8177], [-2.0824, 0.3138, 0.0374]], "forces_ev_per_a": [[3.8051, 0.0716, 0.4380], [-5.1303, 2.8996, 1.3390], [-3.6755, -0.1445, 0.2975], [-0.1493, 1.6268, -0.1337], [-1.2819, -2.0377, 0.8573], [4.7937, -0.6272, -1.0318], [0.3156, -1.3503, -1.6819], [0.8916, -1.6419, 0.3459], [-0.5067, 0.3840, 0.2943], [0.2003, 0.1443, -0.2645], [0.7375, 0.6754, -0.4601]], "mulliken_spin": [0.112, -0.028, 0.299, 0.028, 0.023, 1.545, 0.012, 0.014, -0.017, 0.000, 0.012]}



{"formula": "C3H5NS", "method": "the ωB97M-V functional and the def2-TZVPD basis", "energy_ha": -570.1298, "relative_energy_ev": 2.850, "elements": ["C", "C", "C", "N", "S", "H", "H", "H", "H", "H"], "positions_angstrom": [[-0.5245, 0.2020, 0.3164], [-1.4594, 1.1449, 0.0001], [1.5087, -0.8281, -0.0830], [0.5244, -0.1432, -0.5105], [-0.7765, -0.8059, 1.6379], [-1.1211, 1.9941, -0.6656], [-2.4471, 0.8886, 0.5010], [2.2056, -1.4809, -0.6809], [1.5931, -1.1245, 0.9562], [0.4968, 0.1531, -1.4717]], "forces_ev_per_a": [[-2.8548, 0.3776, 0.9582], [0.6341, -0.3129, -0.6339], [1.6346, -3.0997, 0.1291], [1.7135, 1.0317, -0.9255], [0.2265, -0.8822, 1.1350], [-1.2313, -0.8758, 0.6701], [1.3467, 1.4624, -0.8551], [-0.7758, 1.6358, -0.2992], [-0.5964, 0.6983, 0.1914], [-0.0972, -0.0353, -0.3701]], "nbo_charge": [-0.098, -0.452, 0.027, -0.441, -0.369, 0.194, 0.255, 0.210, 0.250, 0.423]}